[1]
ORCA calculation (ωB97M-V/def2-TZVPD) on C24H70F2KN3O15S2 as an isolated structure in a non-equilibrium geometry.

Last column: Mulliken charge in e.
Element x y z (Å)
K  -2.08532  3.86670  -1.61474  1.028
N  -0.72640  1.39447  -0.28594  0.035
S  0.77292  1.49718  -0.58153  0.192
O  1.32182  0.93324  -1.80918  -0.096
O  1.65733  1.55037  0.59599  -0.524
F  0.73078  3.10478  -0.94782  -0.442
S  -0.50188  -0.16710  0.28949  -0.156
O  0.05660  -0.38016  1.62570  -0.658
O  -0.32589  -1.22001  -0.68729  -0.153
F  -2.07459  -0.35448  0.70590  0.191
C  -2.96018  0.58201  4.13417  -0.328
C  -2.34638  0.66782  5.52455  -0.677
O  -1.36656  -0.31446  5.74372  -0.534
H  -2.23696  0.71054  3.32885  -0.240
H  -3.76678  1.29611  3.96816  0.487
H  -3.36754  -0.42185  4.01407  0.352
H  -3.13316  0.45344  6.24782  0.343
H  -1.87548  1.63620  5.69365  0.249
H  -0.56015  -0.09713  5.27035  0.290
C  -6.53386  0.03988  2.54031  -1.331
C  -5.57461  -0.37909  1.47331  0.427
O  -4.71955  0.68144  1.07334  -0.568
H  -5.97506  0.32678  3.43111  0.213
H  -7.07008  -0.81638  2.94945  0.383
H  -7.19250  0.88734  2.35030  0.338
H  -6.06306  -0.85273  0.62174  0.435
H  -4.92006  -1.18283  1.81044  -0.261
H  -4.05625  0.43820  0.42336  0.188
C  -1.27450  3.89459  3.64012  -1.333
C  -0.79067  3.06752  2.41599  0.454
O  -1.78022  3.10596  1.42110  -0.643
H  -1.87176  4.75379  3.33490  0.385
H  -0.41183  4.15532  4.25324  0.327
H  -1.94445  3.26125  4.22163  0.133
H  -0.33789  2.13439  2.75117  -0.179
H  0.05622  3.61858  2.00707  0.393
H  -1.51432  2.42602  0.79773  0.524
C  -0.06162  -6.23833  -1.11819  -1.442
C  0.20866  -4.69777  -0.92323  0.301
O  -0.52465  -3.89996  -1.83854  -0.727
H  -1.08801  -6.51573  -1.35836  0.322
H  0.22746  -6.85235  -0.26525  0.367
H  0.47524  -6.52015  -2.02398  0.377
H  1.26514  -4.43222  -0.88536  0.203
H  -0.19642  -4.54347  0.07688  0.181
H  -0.54667  -3.03127  -1.43050  0.456
C  5.27163  1.13631  -3.55912  -0.926
C  4.56503  2.45182  -3.47791  0.028
O  5.35592  3.39614  -2.86067  -0.540
H  5.30055  0.66967  -2.57448  0.229
H  6.25872  1.25569  -4.00578  0.328
H  4.70264  0.48890  -4.22637  0.216
H  3.69771  2.31045  -2.83302  -0.117
H  4.14470  2.75145  -4.43793  0.505
H  5.45983  4.14917  -3.44698  0.266
C  5.04655  2.25776  1.69557  -0.811
C  5.16004  2.43143  0.19500  0.421
O  5.99950  3.45710  -0.19112  -0.622
H  5.92540  1.86460  2.20659  0.432
H  4.22718  1.58955  1.96059  -0.108
H  4.75341  3.17907  2.19892  0.348
H  4.13629  2.53842  -0.16360  -0.184
H  5.53718  1.56034  -0.34078  0.089
H  5.85132  3.66584  -1.11636  0.453
C  -1.71218  -3.28821  3.54725  -1.261
C  -2.21728  -3.50037  2.14780  1.128
O  -2.28103  -4.86861  1.93906  -0.592
H  -2.38363  -3.68516  4.30862  0.357
H  -1.68425  -2.22038  3.76417  0.177
H  -0.70035  -3.65705  3.71533  0.335
H  -1.57545  -2.99375  1.42705  -0.386
H  -3.17323  -3.01712  1.94593  -0.117
H  -2.75331  -5.04375  1.12182  0.334
C  -0.12398  2.82464  -4.86955  0.606
O  -0.58029  3.44046  -3.95105  -0.562
N  0.62107  1.79850  -4.69577  -0.043
N  -0.41038  3.04573  -6.12461  -0.388
H  0.73934  1.16641  -5.47460  0.240
H  0.74183  1.48779  -3.74237  -0.208
H  -0.02534  2.38087  -6.78020  0.130
H  -0.88613  3.90152  -6.37238  0.241
C  -4.90541  -0.13121  -2.34495  -1.541
C  -3.37803  -0.03626  -2.12286  1.041
C  -2.53293  0.01341  -3.38480  -0.947
O  -3.11454  1.15689  -1.43956  -0.462
H  -5.09966  -1.13088  -2.73356  0.363
H  -5.15451  0.63718  -3.07681  0.370
H  -5.46477  0.21771  -1.47693  0.317
H  -3.15414  -0.86970  -1.45701  -0.071
H  -1.56627  0.45717  -3.14657  -0.037
H  -2.95577  0.69487  -4.12298  0.359
H  -2.39327  -0.99114  -3.78415  0.442
H  -2.24404  1.23171  -1.04178  0.350
C  2.15506  1.65806  5.18467  -1.617
C  2.16238  0.71355  4.03547  1.912
C  3.31839  -0.23436  4.04236  -1.586
O  1.00602  -0.02248  4.12020  -0.308
H  3.15588  2.08930  5.20660  0.445
H  1.86123  1.18300  6.12067  0.348
H  1.44668  2.48553  5.14477  0.188
H  2.19820  1.32567  3.13428  -0.382
H  3.37321  -0.73258  5.01027  0.422
H  4.27796  0.26419  3.90533  0.372
H  3.09349  -1.05155  3.35700  0.374
H  0.82662  -0.23280  3.20086  0.306
C  2.84135  -3.31976  -5.40310  -1.628
C  2.19671  -3.31150  -4.09186  0.825
C  1.74556  -1.88935  -3.67995  -0.459
O  1.03860  -4.13211  -4.21245  -0.622
H  3.03141  -4.35959  -5.66905  0.397
H  3.81704  -2.84878  -5.52271  0.363
H  2.13394  -3.03091  -6.18042  0.361
H  2.86724  -3.68588  -3.31834  0.187
H  2.63695  -1.26796  -3.59391  0.085
H  1.21729  -1.93409  -2.72757  -0.068
H  1.08564  -1.39404  -4.39219  0.199
H  0.49024  -4.01330  -3.43348  0.427

## Properties
Frontier orbital gap = 7.817 eV
Calculated total energy = -3845.234573 hartree
HOMO = -9.26 eV



[2]
ORCA calculation (ωB97M-V/def2-TZVPD) on a 23-piece molecular cluster, C38H122O23 overall in a non-equilibrium geometry.

Last column: Mulliken charge in e.
Element x y z (Å)
C  6.66367  0.16891  0.95137  -1.026
O  5.27155  -0.05532  0.66209  0.226
H  6.86248  1.25785  1.00786  0.283
H  7.10292  -0.27306  1.80041  0.359
H  7.19478  -0.22856  0.13505  0.308
H  4.82439  -0.40463  1.46000  0.032
C  1.46258  6.14491  -0.81945  -0.453
O  2.54372  7.00465  -0.83800  -0.554
H  1.68731  5.40587  -1.60090  -0.095
H  1.39528  5.60628  0.08542  0.383
H  0.54383  6.63307  -1.05626  0.453
H  2.30689  7.88282  -0.48609  0.295
C  -0.97891  -6.36867  -0.33095  -0.879
O  -0.53271  -5.36132  -1.31273  -0.260
H  -0.38151  -6.28815  0.60491  0.200
H  -2.02609  -6.33837  -0.09980  0.358
H  -0.72046  -7.32440  -0.74522  0.418
H  0.33636  -5.68704  -1.55567  0.250
C  -2.95176  0.65163  3.90460  -0.197
O  -2.80640  -0.74627  4.18187  -0.549
H  -2.97756  0.91244  2.84561  -0.323
H  -3.94783  0.86385  4.26995  0.517
H  -2.12587  1.15960  4.45152  0.249
H  -3.31232  -1.23164  3.47970  0.421
C  0.00662  1.31553  1.89317  2.423
O  0.45831  2.24960  2.94708  -0.703
H  0.17464  0.28056  2.25053  -0.592
H  -1.08824  1.51619  1.84217  -0.991
H  0.60240  1.47372  0.96261  -0.788
H  1.23901  1.82099  3.34424  0.306
C  5.77265  -1.14460  -2.59201  -0.849
O  5.22744  0.07212  -2.12556  -0.304
H  5.36551  -1.29384  -3.59678  0.312
H  6.87105  -1.11493  -2.64705  0.283
H  5.54316  -1.99138  -1.97780  0.228
H  4.91827  0.05686  -1.18283  0.268
C  2.69101  2.61496  0.19382  -0.293
O  2.20664  1.93026  -1.03131  0.245
H  3.37360  1.98477  0.77804  -0.062
H  3.10775  3.56482  -0.07577  0.570
H  1.82630  2.87758  0.83745  -0.162
H  2.80325  2.20389  -1.73383  -0.188
C  2.06728  -1.47193  -0.57673  0.452
O  0.93218  -0.58946  -0.77587  0.431
H  1.76593  -2.32145  0.07340  -0.265
H  2.37191  -1.86307  -1.52389  0.418
H  2.96329  -0.98587  -0.04271  -0.664
H  1.35609  0.27663  -0.92821  -0.397
C  0.05289  -4.08155  2.08083  -0.479
C  1.30999  -3.73395  2.87308  -0.537
O  1.52719  -2.32085  2.69616  0.487
H  -0.74564  -3.50773  2.51956  -0.187
H  -0.17152  -5.11400  2.21523  0.453
H  0.12352  -3.84071  1.01283  0.208
H  2.25410  -4.22746  2.51346  0.188
H  1.10874  -3.91793  3.96504  0.379
H  0.74319  -1.90792  3.14010  -0.589
C  4.75413  1.65734  4.69414  -0.822
C  3.30599  1.99572  4.73679  -0.135
O  2.44315  0.86732  4.40853  -0.434
H  4.91580  0.76059  5.39483  0.175
H  5.40328  2.50127  5.08650  0.437
H  5.08934  1.47744  3.64140  0.028
H  3.15280  2.80803  4.01616  0.180
H  3.01390  2.30333  5.76885  0.264
H  2.97897  0.20968  3.96581  0.131
C  3.58146  -2.28915  5.11373  -0.304
C  4.48478  -1.89167  3.92204  -0.674
O  3.83820  -1.04327  2.96458  -0.295
H  3.32118  -1.44085  5.76060  0.187
H  4.06259  -3.04373  5.70769  0.511
H  2.68917  -2.71715  4.68797  -0.352
H  4.84557  -2.79922  3.44059  0.338
H  5.36615  -1.27524  4.14354  0.424
H  2.98722  -1.43198  2.86137  0.175
C  0.08534  5.00344  -4.43140  -1.455
C  -0.09327  3.87288  -3.45861  0.801
O  -1.27013  3.14065  -3.66993  -0.387
H  -0.85553  5.41825  -4.67604  0.371
H  0.57119  4.49708  -5.28335  0.298
H  0.69662  5.82229  -4.03062  0.296
H  -0.27287  4.37668  -2.50189  0.103
H  0.79719  3.19224  -3.44862  -0.215
H  -1.12752  2.62089  -4.44429  0.270
C  -1.05293  -2.81697  -4.07174  -0.441
C  0.16251  -3.54119  -4.59662  0.024
O  0.01915  -4.90920  -4.27862  -0.560
H  -2.01554  -3.21393  -4.44961  0.272
H  -0.93012  -1.71782  -4.25457  -0.001
H  -1.00372  -2.81222  -2.96591  0.118
H  0.99258  -3.13434  -4.07953  0.077
H  0.29732  -3.42304  -5.67341  0.383
H  -0.26424  -5.00202  -3.36568  0.298
C  -5.10574  5.47212  -1.84412  -1.450
C  -4.37371  4.12735  -1.60268  1.424
O  -5.21706  3.06048  -2.01625  -0.673
H  -5.04201  5.78225  -2.87525  0.358
H  -4.63039  6.24516  -1.23433  0.350
H  -6.17189  5.45956  -1.63577  0.361
H  -4.08426  4.03297  -0.51662  -0.482
H  -3.37316  4.08087  -2.10641  -0.227
H  -4.70062  2.22765  -1.91113  0.238
C  -3.43236  -3.46614  0.06708  -0.136
C  -3.70563  -3.31066  1.60545  -0.326
O  -3.95363  -1.97569  2.06421  -0.527
H  -4.32876  -3.42640  -0.52335  0.373
H  -2.93562  -4.39321  -0.13412  -0.316
H  -2.80759  -2.68003  -0.31064  -0.054
H  -2.83175  -3.64150  2.14342  0.367
H  -4.61020  -3.91663  1.76570  0.216
H  -4.39665  -1.37185  1.37233  0.152
C  2.92752  -5.78004  -0.23145  -0.701
C  3.18267  -5.74608  -1.74908  -0.108
O  1.99534  -6.17123  -2.51043  -0.630
H  2.62155  -6.75074  0.09390  0.380
H  2.22917  -5.04341  0.08975  -0.146
H  3.94123  -5.59124  0.13508  0.436
H  4.01286  -6.45516  -1.92674  0.291
H  3.48296  -4.64947  -2.03882  0.123
H  1.88233  -5.75257  -3.36810  0.285
C  -6.65290  1.73863  0.67651  -1.020
C  -6.64177  0.45788  -0.18718  -0.212
O  -5.26409  -0.11397  -0.10790  0.530
H  -7.63844  2.03315  1.02586  0.448
H  -6.17723  2.61360  0.17371  0.101
H  -6.02393  1.50862  1.54760  0.217
H  -7.03128  0.52374  -1.18912  0.398
H  -7.30184  -0.33447  0.34405  0.279
H  -4.62724  0.66632  -0.15982  -0.430
C  -2.83432  0.10709  -2.22236  -0.844
C  -2.19691  0.66803  -0.97512  0.510
O  -3.09977  1.60802  -0.32145  0.385
H  -2.72114  0.76364  -3.10495  0.125
H  -3.88886  -0.08873  -2.06485  0.145
H  -2.38355  -0.83319  -2.37670  -0.118
H  -1.28033  1.21885  -1.20811  0.273
H  -2.03663  -0.15074  -0.31049  -0.037
H  -2.72086  2.49882  -0.13632  -0.632
C  -2.40862  4.13111  2.57745  -0.604
C  -1.45304  4.73184  1.56955  0.283
O  -0.15968  4.90470  2.15529  -0.647
H  -1.89568  3.25155  2.88610  -0.120
H  -3.34426  3.94238  2.10945  0.275
H  -2.61432  4.81735  3.40617  0.376
H  -1.94146  5.71788  1.29689  0.377
H  -1.32318  4.03400  0.74013  -0.128
H  0.13669  4.02624  2.42856  0.323
C  -8.20209  -3.88525  -1.76515  -1.309
C  -7.50716  -2.58361  -1.55979  -0.003
O  -6.48904  -2.77282  -0.53746  -0.485
H  -7.48364  -4.64823  -2.06265  0.341
H  -8.96546  -3.84156  -2.63647  0.341
H  -8.73835  -4.24411  -0.86840  0.290
H  -8.19471  -1.83254  -1.22081  0.268
H  -6.97414  -2.18654  -2.45116  0.255
H  -6.05512  -1.95684  -0.34400  0.251
C  1.03347  0.29896  -5.27003  -0.425
C  0.98064  1.37131  -6.33597  -0.466
O  -0.21669  2.03472  -6.09403  -0.519
H  1.07320  0.76870  -4.23479  -0.058
H  1.98535  -0.27683  -5.36171  0.386
H  0.19583  -0.40149  -5.41310  0.058
H  0.97517  1.00612  -7.37303  0.372
H  1.80362  2.04399  -6.21173  0.323
H  -0.40453  2.70936  -6.71026  0.237
C  -0.52409  -0.79532  6.83415  -1.151
C  0.08059  -1.87411  5.86180  0.117
O  -0.33856  -1.73467  4.51171  -0.029
H  -1.66801  -0.84180  6.76415  0.244
H  -0.14489  0.24186  6.56965  0.167
H  -0.23752  -1.10009  7.86025  0.437
H  -0.18729  -2.85168  6.29772  0.298
H  1.15776  -1.74899  5.84266  -0.165
H  -1.23477  -1.40454  4.38911  0.210
C  6.29259  3.33904  -1.97396  -0.908
C  5.15655  3.66681  -3.02099  -0.286
O  4.23907  2.60309  -3.10075  -0.398
H  6.88788  4.14722  -1.60846  0.444
H  6.78580  2.50143  -2.42026  0.299
H  5.83094  3.00501  -1.04626  0.031
H  5.60133  3.89741  -4.00312  0.259
H  4.58754  4.54870  -2.79396  0.313
H  4.68626  1.77213  -2.84590  0.330

## Properties
Frontier orbital gap = 10.125 eV
Calculated total energy = -3251.220490 hartree
Energy relative to the best compared isomer or geometry (same formula, charge and spin) = 19.3 kcal/mol
HOMO = -9.69 eV